No. 1
C21H26N4O3S | wB97M-V/def2-TZVPD

The geometry in XYZ format:
```
55
C21H26N4O3S wB97M-V/def2-TZVPD
C 2.53372 1.06232 -5.80072
N 3.30308 -0.03177 -5.26146
C 4.66123 -0.19941 -5.71635
C 2.75371 -0.90046 -4.36417
C 3.54030 -1.84946 -3.68856
C 2.97995 -2.71342 -2.77695
C 1.62130 -2.65813 -2.46940
C 1.06010 -3.62774 -1.51265
O 1.43510 -4.78089 -1.42943
N 0.00491 -3.20717 -0.72498
C -0.39268 -1.92781 -0.36397
C 0.50732 -0.85985 -0.31433
C 0.06566 0.39813 0.04519
C -1.26118 0.58778 0.37646
S -1.79828 2.21840 0.81948
O -1.28025 3.18051 -0.11073
O -3.20388 2.24414 1.09137
N -0.94105 2.54230 2.25272
C -1.28075 1.80085 3.35941
N -1.70436 0.63106 3.13393
C -2.16013 -0.21246 4.20613
C -3.40658 0.34104 4.90586
C -3.09704 1.42007 5.94216
C -2.49936 2.69416 5.34770
C -1.12518 2.46385 4.70728
C -2.16037 -0.45962 0.36693
C -1.72625 -1.71726 0.00179
C 0.82642 -1.74096 -3.15749
C 1.37556 -0.88679 -4.08433
H 3.20715 1.78831 -6.25142
H 1.82590 0.72544 -6.56685
H 1.97781 1.56694 -5.00837
H 5.38559 0.10391 -4.95200
H 4.82289 0.41025 -6.60252
H 4.85226 -1.24051 -5.98539
H 4.60070 -1.90709 -3.87031
H 3.59555 -3.44100 -2.26933
H -0.49961 -3.96931 -0.28783
H 1.54573 -1.02294 -0.55395
H 0.73967 1.23872 0.07638
H -0.67914 3.50694 2.37638
H -2.39994 -1.17345 3.74120
H -1.36598 -0.38145 4.94688
H -4.07346 0.74385 4.14103
H -3.91955 -0.48362 5.40595
H -4.02295 1.68105 6.46089
H -2.40658 1.01456 6.68751
H -3.17990 3.10148 4.59625
H -2.39515 3.43440 6.14510
H -0.60237 3.41491 4.59112
H -0.52432 1.81975 5.35529
H -3.18108 -0.26702 0.65202
H -2.41557 -2.54888 -0.01139
H -0.23953 -1.71318 -2.98563
H 0.72083 -0.21343 -4.61190
```

Summary:
SMILES string: CN(C)c1ccc(C(=O)Nc2ccc(S(=O)(=O)NC3=NCCCCC3)cc2)cc1
HOMO energy, hartree: -0.286
Orbital gap, eV: 8.4015
LUMO energy, eV: 0.6
E_tot, hartree: -1658.7588
Relative energy (zero: lowest compared OMol25 entry of this formula, charge and spin), eV: 2.152

How positive or negative is each atom? The natural (NBO) charges in e answer that: -0.404 -0.429 -0.403 0.288 -0.319 -0.122 -0.233 0.677 -0.591 -0.623 0.176 -0.205 -0.170 -0.342 2.321 -0.943 -0.926 -0.858 0.460 -0.499 -0.237 -0.410 -0.393 -0.388 -0.482 -0.130 -0.260 -0.146 -0.305 0.208 0.190 0.206 0.191 0.209 0.202 0.216 0.229 0.411 0.226 0.234 0.419 0.200 0.177 0.212 0.208 0.211 0.191 0.209 0.210 0.213 0.225 0.245 0.217 0.221 0.217

***

No. 2
C15H40InNO12P3 | wB97M-V/def2-TZVPD

The geometry in XYZ format:
```
72
C15H40InNO12P3 wB97M-V/def2-TZVPD
N -1.71946 1.78312 0.08913
C -2.00406 0.39404 -0.05148
O -1.21712 -0.31573 -0.59897
C -3.33177 -0.15162 0.45668
C -3.26350 -0.75506 1.88709
In -2.11440 -2.71271 1.98559
P 0.36085 -2.08132 1.75892
O 0.91113 -2.47680 0.41814
O 1.35257 -2.76120 2.93481
O 0.49701 -0.42030 1.98128
H -1.03472 2.08450 -0.59275
H -1.39429 2.02048 1.01980
H -3.66045 -0.90203 -0.27544
H -4.04796 0.69093 0.43550
H -2.67349 -0.06199 2.51686
H -4.26111 -0.85344 2.33462
H -2.58787 -3.67543 0.54708
H -2.48101 -3.64379 3.45928
H 2.23576 -2.40693 2.73628
H 1.43181 -0.16452 1.99510
O -3.97555 5.02723 -1.00255
P -4.67740 5.89806 -1.99674
O -6.17016 5.20620 -2.07217
C -6.95706 5.12202 -0.89397
C -7.55103 6.46776 -0.51702
O -4.03821 5.33065 -3.39047
C -2.86702 4.51263 -3.39261
C -3.23074 3.04117 -3.37354
O -5.17723 7.24144 -2.87442
C -5.11837 8.53936 -2.27805
C -3.87213 8.76564 -1.44579
H -6.36974 4.71310 -0.06742
H -7.76168 4.41616 -1.10440
H -6.76798 7.15170 -0.17212
H -8.28024 6.36113 0.28745
H -8.03882 6.92986 -1.37695
H -2.20792 4.77231 -2.56435
H -2.32245 4.73830 -4.31255
H -3.91783 2.80233 -2.56196
H -2.33782 2.42345 -3.26531
H -3.73557 2.76507 -4.30163
H -6.01846 8.70843 -1.67901
H -5.14173 9.26148 -3.09651
H -3.86382 8.11588 -0.56262
H -3.82465 9.79860 -1.09953
H -2.97395 8.54527 -2.02557
O 5.99750 -6.73165 1.98148
P 6.00729 -5.42316 1.25144
O 7.32746 -5.59159 0.27296
C 7.35946 -6.64820 -0.67185
C 6.45827 -6.36752 -1.86131
O 6.64676 -4.45105 2.40880
C 6.71069 -4.86577 3.76804
C 8.04544 -5.51850 4.07357
O 5.51484 -4.03491 0.47164
C 4.23619 -4.01333 -0.18766
C 3.15405 -4.72353 0.58769
H 7.08996 -7.59673 -0.19798
H 8.39339 -6.73367 -1.01188
H 5.40538 -6.41102 -1.56605
H 6.61498 -7.10324 -2.65213
H 6.64760 -5.37127 -2.26317
H 5.87792 -5.52344 4.01573
H 6.59824 -3.96875 4.38165
H 8.27323 -6.31646 3.36671
H 8.05113 -5.93310 5.08379
H 8.85180 -4.78651 3.99261
H 4.33522 -4.43578 -1.19198
H 3.96044 -2.96515 -0.31094
H 3.36167 -5.80325 0.65316
H 2.18799 -4.58996 0.10255
H 3.09274 -4.33786 1.60542
```

Summary:
HOMO energy, hartree: -0.184
Orbital gap, eV: 6.2961
LUMO energy, eV: 1.3
Net charge: -1
E_tot, hartree: -2767.5022

How positive or negative is each atom? The Mulliken charges in e answer that: -0.400 0.459 -0.533 -0.415 -1.168 0.756 0.336 -0.570 -0.512 -0.430 0.253 0.213 0.325 0.240 0.271 0.386 -0.356 -0.365 0.263 0.258 -0.716 1.075 -0.352 -0.334 -0.962 -0.347 -0.325 -1.012 -0.334 -0.208 -1.147 0.266 0.351 0.198 0.426 0.247 0.304 0.322 0.250 0.363 0.316 0.221 0.320 0.357 0.388 0.319 -0.787 1.168 -0.361 -0.343 -0.968 -0.365 -0.326 -1.040 -0.333 -0.151 -1.109 0.272 0.342 0.209 0.422 0.253 0.320 0.349 0.276 0.356 0.271 0.144 0.321 0.445 0.339 0.302

***

No. 3
C4H8NOS | wB97M-V/def2-TZVPD

The geometry in XYZ format:
```
15
C4H8NOS wB97M-V/def2-TZVPD
C -0.76167 -1.27638 0.84019
N 0.50499 -1.38164 0.13194
C 0.87147 -0.53854 -0.86249
O 1.77889 -0.84146 -1.63757
C 0.20502 0.79140 -0.96066
C 0.12555 1.58051 0.36424
S -1.53856 2.20551 0.78554
H -1.54396 -1.78044 0.26998
H -1.12205 -0.24719 0.88689
H -0.72258 -1.69731 1.83940
H 0.94185 -2.28576 0.04591
H -0.81451 0.60292 -1.31797
H 0.70888 1.33432 -1.75455
H 0.66102 1.03862 1.14768
H 0.70565 2.49544 0.22146
```

Summary:
SMILES string: CNC(=O)CC[S-]
HOMO energy, hartree: -0.097
Orbital gap, eV: 6.4037
LUMO energy, eV: 3.8
Net charge: -1
E_tot, hartree: -685.4412
Relative energy (zero: lowest compared OMol25 entry of this formula, charge and spin), eV: 0.406

How positive or negative is each atom? The natural (NBO) charges in e answer that: -0.454 -0.619 0.686 -0.679 -0.532 -0.544 -0.705 0.169 0.277 0.187 0.381 0.234 0.223 0.176 0.199

***

No. 4
C12H22CeN3O5P | wB97M-V/def2-TZVPD

The geometry in XYZ format:
```
44
C12H22CeN3O5P wB97M-V/def2-TZVPD
Ce -0.48748 0.86445 -2.29270
C -0.67337 2.75484 -0.49344
O -0.74815 3.51574 0.37632
C -0.52075 3.41520 -3.24329
O -0.55803 4.50137 -3.62927
C -3.04948 1.39934 -2.40071
O -4.18293 1.63118 -2.40120
C 2.08480 1.52499 -2.43122
O 3.22456 1.71189 -2.49177
C -0.55045 -0.66433 -4.19644
H 0.38346 -1.23705 -4.05743
H -1.49495 -1.22442 -4.08882
C -0.53095 0.62959 -4.70914
H -1.45927 1.17120 -4.96417
H 0.41195 1.14563 -4.96552
C -2.34052 -0.65106 0.05003
N -1.39416 -1.01503 1.13862
C -2.02732 -0.96145 2.46320
P 0.19826 -0.65624 0.90285
O 0.35812 -0.34707 -0.59712
N 0.74165 0.70213 1.70150
C 1.94147 1.37261 1.14174
C 0.75236 0.70184 3.17152
N 1.10851 -1.97523 1.23854
C 2.54519 -1.97412 0.91271
C 0.78057 -2.94905 2.27989
H -3.32957 -1.06994 0.28329
H -2.02000 -1.08225 -0.91710
H -2.44831 0.44402 -0.00694
H -2.99116 -1.48722 2.40531
H -1.41900 -1.46292 3.22640
H -2.23301 0.07547 2.76888
H 1.93240 1.38602 0.04275
H 1.93812 2.40710 1.51018
H 2.86294 0.87719 1.49199
H -0.25714 0.58753 3.58442
H 1.41115 -0.08497 3.57587
H 1.14129 1.67287 3.49803
H 3.14057 -1.50613 1.71491
H 2.84404 -3.02897 0.84507
H 2.76520 -1.48232 -0.04491
H 0.91070 -2.52595 3.29333
H -0.24614 -3.32151 2.16155
H 1.48483 -3.78495 2.15232
```

Summary:
HOMO energy (alpha / beta), hartree: -0.646 / -0.646
Orbital gap (alpha / beta), eV: 4.8909 / 4.9984
LUMO energy (alpha / beta), eV: -12.7 / -12.6
Spin multiplicity: 2
Net charge: +3
⟨S²⟩: 0.751
E_tot, hartree: -1826.3313
Relative energy (zero: lowest compared OMol25 entry of this formula, charge and spin), eV: 0.000

How positive or negative is each atom? The Mulliken charges in e answer that: 0.576 0.359 -0.085 0.334 -0.070 0.359 -0.064 0.323 -0.070 -0.468 0.407 0.430 -0.576 0.457 0.445 -0.759 0.368 -1.036 -0.360 -0.505 0.452 -0.850 -0.785 0.238 -0.849 -0.836 0.475 0.178 0.157 0.368 0.362 0.383 0.017 0.408 0.375 0.231 0.322 0.393 0.305 0.456 0.177 0.293 0.301 0.363

***

No. 5
C31H43AsIrN3O3SSi3 | wB97M-V/def2-TZVPD

The geometry in XYZ format:
```
86
C31H43AsIrN3O3SSi3 wB97M-V/def2-TZVPD
Ir 0.72084 -0.35575 0.12550
O 0.50420 -0.86931 2.52095
C -0.73703 -0.47193 3.11589
C -1.39532 0.61978 2.18836
O -2.39092 1.19602 2.57909
O -0.79486 0.85476 1.07614
C -1.63433 -1.69160 3.29574
C -1.11957 -2.77062 4.01525
C -1.89163 -3.89634 4.24711
C -3.19224 -3.95668 3.76689
C -3.70876 -2.88867 3.05215
C -2.93466 -1.76087 2.81339
C -0.47039 0.18412 4.46872
C 0.81712 0.56084 4.82899
C 1.06217 1.11228 6.07929
C 0.02149 1.29783 6.97397
C -1.27208 0.95475 6.60293
C -1.52023 0.40100 5.35843
H 0.55851 -1.83485 2.54905
H -0.11523 -2.72133 4.42421
H -1.48320 -4.72273 4.81441
H -3.80155 -4.83038 3.95908
H -4.72369 -2.92505 2.67722
H -3.34996 -0.92863 2.26330
H 1.62919 0.41675 4.12879
H 2.07099 1.39710 6.35008
H 0.21558 1.71802 7.95249
H -2.09338 1.12126 7.28837
H -2.52749 0.14070 5.06561
N 2.69517 -0.80481 0.31191
C 3.72532 -0.47331 0.79010
N 4.82639 -0.27212 1.31984
C 5.74184 0.65644 1.35346
N 6.58748 1.44232 1.43206
C 3.45923 1.84007 -2.27602
Si 1.97972 1.11471 -3.19667
C 1.77435 1.99833 -4.85200
C 2.24549 -0.73197 -3.47877
As 0.13357 1.20533 -1.69006
Si -1.86290 0.78754 -2.92408
C -3.33029 1.38494 -1.90615
C -1.78555 1.64935 -4.60602
C -1.94054 -1.07213 -3.19002
Si 0.04863 3.40283 -0.77767
C 1.44676 3.55408 0.47469
C 0.34074 4.53194 -2.27299
C -1.60737 3.83387 -0.00032
H 4.39402 1.56967 -2.76983
H 3.49601 1.45187 -1.25599
H 3.41455 2.92983 -2.22472
H 2.71977 1.96747 -5.39686
H 1.49587 3.04615 -4.72551
H 1.01527 1.51777 -5.46923
H 3.28365 -0.95327 -3.73314
H 1.61270 -1.12282 -4.27871
H 2.00218 -1.27426 -2.56506
H -3.52794 2.44540 -2.06853
H -3.13736 1.23406 -0.84114
H -4.23460 0.83226 -2.16618
H -1.35086 2.64837 -4.53573
H -2.78611 1.74833 -5.02978
H -1.18323 1.06491 -5.30234
H -2.01220 -1.57560 -2.22614
H -1.03678 -1.43743 -3.68449
H -2.80122 -1.36654 -3.79423
H 2.42885 3.44187 0.01203
H 1.34562 2.78317 1.24270
H 1.41877 4.52476 0.97259
H 1.37693 4.48479 -2.61402
H 0.11191 5.56965 -2.02611
H -0.30355 4.23627 -3.10470
H -1.93897 3.04884 0.68122
H -2.37889 3.98729 -0.75608
H -1.51293 4.75788 0.57432
S -0.65420 -2.35187 -0.06798
C 0.07355 -3.39845 -1.27691
C -0.75673 -4.14129 -2.11484
C -0.20662 -5.01214 -3.04150
C 1.17106 -5.14217 -3.14826
C 1.99952 -4.41066 -2.30864
C 1.45790 -3.54859 -1.37036
H -1.83172 -4.03776 -2.03367
H -0.85623 -5.58990 -3.68635
H 1.59609 -5.81702 -3.87982
H 3.07483 -4.51546 -2.37990
H 2.09949 -2.99330 -0.69879
```

Summary:
HOMO energy (alpha / beta), hartree: -0.298 / -0.298
Orbital gap (alpha / beta), eV: 6.3140 / 6.3121
LUMO energy (alpha / beta), eV: -1.8 / -1.8
E_tot, hartree: -5203.9153
Relative energy (zero: lowest compared OMol25 entry of this formula, charge and spin), eV: 1.840

How positive or negative is each atom? The Mulliken charges in e answer that: 1.952 -0.281 2.925 -0.895 -0.663 -1.024 -0.186 -0.348 -1.042 -0.471 -0.959 0.127 -0.666 -0.474 -0.835 -0.436 -0.874 -0.313 0.425 0.456 0.419 0.407 0.433 0.489 0.481 0.434 0.397 0.397 0.469 -0.536 0.799 -0.716 0.485 -0.534 -0.718 0.401 -1.123 -0.532 -0.012 0.407 -0.919 -1.060 -0.752 0.602 -0.780 -1.033 -0.911 0.443 -0.071 0.262 0.394 0.287 0.292 0.459 0.359 -0.272 0.276 0.125 0.430 0.251 0.387 0.275 -0.074 0.270 0.548 0.290 0.033 0.428 0.225 0.440 0.222 0.096 0.269 0.407 -0.449 0.920 -0.638 -0.663 -0.521 -0.476 -0.629 0.432 0.384 0.402 0.424 0.349

***

No. 6
C7H11N4 | wB97M-V/def2-TZVPD

The geometry in XYZ format:
```
22
C7H11N4 wB97M-V/def2-TZVPD
C 2.87843 -2.33710 1.86081
C 1.44052 -2.48635 2.03423
C 3.08074 -1.61665 0.77799
C 1.35160 -0.53150 -0.81292
C -0.54029 0.59851 -1.86132
C -1.99422 1.39160 -0.34435
C -2.82164 2.49567 0.12138
N 0.86650 -2.04109 0.95513
N 1.78974 -1.41063 0.16163
N -0.93050 1.70802 -1.05980
N -0.00511 -0.40597 -0.88103
H 3.68270 -2.70513 2.43332
H 1.11708 -3.20770 2.75118
H 3.85318 -1.19712 0.20130
H -1.50301 0.24362 -2.48777
H 0.15237 0.70236 -2.75479
H -2.20034 0.34900 -0.38702
H -2.95999 3.03182 -0.85005
H -2.38159 3.28772 0.77550
H -3.75951 2.30894 0.73417
H -0.49948 2.64855 -1.19746
H -0.61719 -0.82656 -0.17014
```

Summary:
HOMO energy, hartree: -0.452
Orbital gap, eV: 6.8920
LUMO energy, eV: -5.4
Net charge: +1
E_tot, hartree: -491.9470
Relative energy (zero: lowest compared OMol25 entry of this formula, charge and spin), eV: 5.584

How positive or negative is each atom? The natural (NBO) charges in e answer that: -0.304 0.024 0.007 0.242 -0.100 0.346 -0.750 -0.301 -0.282 -0.448 -0.646 0.244 0.229 0.240 0.216 0.294 0.235 0.284 0.303 0.293 0.463 0.410